No. 1
Here is C4H4N2O in the gas phase from the Open Molecules 2025 dataset. Energies are from wB97M-V/def2-TZVPD.

Bonds (Å) are listed after each position.
Cartesian coordinates (Å):
1 H 2.964 0.952 0.023  N2 1.017
2 N 2.376 0.123 0.032  H1 1.017, C3 1.274
3 C 1.103 0.174 0.019  N2 1.274, C4 1.476, O8 1.381
4 C 0.436 -1.142 0.032  C3 1.476, N5 1.278, H9 1.092
5 N -0.819 -1.383 0.003  C4 1.278, C6 1.433
6 C -1.743 -0.289 -0.040  N5 1.433, C7 1.353, H10 1.111
7 C -1.240 0.967 -0.029  C6 1.353, O8 1.465, H11 1.091
8 O 0.203 1.221 -0.003  C3 1.381, C7 1.465
9 H 1.193 -1.930 0.073  C4 1.092
10 H -2.791 -0.657 -0.074  C6 1.111
11 H -1.681 1.965 -0.036  C7 1.091

## Properties
ΔE to the lowest compared entry with this formula, charge and spin ... 189.1 kJ/mol
HOMO-LUMO gap ... 9.350 eV
Net charge ... 0
SMILES ... [H]/N=c1/cncco1
Molecular weight ... 96.09 Da
Spin multiplicity ... 1


No. 2
Here is C4H4N2O in the gas phase from the Open Molecules 2025 dataset. Energies are from wB97M-V/def2-TZVPD.

Bonds (Å) are listed after each position.
Cartesian coordinates (Å):
1 O 2.366 -1.312 0.208  C2 1.212
2 C 1.286 -0.798 0.014  O1 1.212, C3 1.474, N7 1.414
3 C 1.092 0.660 -0.089  C2 1.474, C4 1.344, H8 1.084
4 C -0.141 1.176 0.050  C3 1.344, N5 1.380, H9 1.087
5 N -1.220 0.319 0.131  C4 1.380, C6 1.367, H10 1.007
6 C -1.021 -1.020 -0.060  N5 1.367, N7 1.280, H11 1.091
7 N 0.123 -1.591 -0.126  C2 1.414, C6 1.280
8 H 1.981 1.270 -0.207  C3 1.084
9 H -0.369 2.238 0.098  C4 1.087
10 H -2.164 0.666 0.182  N5 1.007
11 H -1.930 -1.607 -0.200  C6 1.091

## Properties
ΔE to the lowest compared entry with this formula, charge and spin ... 19.6 kJ/mol
HOMO-LUMO gap ... 9.699 eV
Net charge ... 0
SMILES ... O=c1cc[nH]cn1
Molecular weight ... 96.09 Da
Spin multiplicity ... 1


No. 3
Here is C4H4N2O in the gas phase from the Open Molecules 2025 dataset. Energies are from wB97M-V/def2-TZVPD.

Bonds (Å) are listed after each position.
Cartesian coordinates (Å):
1 N 1.848 0.141 -2.726  C2 1.166
2 C 1.148 0.168 -1.794  N1 1.166, C3 1.474
3 C 0.340 0.579 -0.632  C2 1.474, C4 1.626, N5 1.467, H8 1.184
4 C 0.768 -0.184 0.739  C3 1.626, N5 1.463, H9 0.991, H10 1.153
5 N -0.385 -0.569 -0.076  C3 1.467, C4 1.463, C6 1.408
6 C -1.603 -0.604 0.628  N5 1.408, O7 1.267, H11 1.290
7 O -1.710 -1.220 1.730  C6 1.267
8 H 0.001 1.683 -0.369  C3 1.184
9 H 1.646 -0.630 0.845  C4 0.991
10 H 0.562 0.623 1.536  C4 1.153
11 H -2.616 0.013 0.119  C6 1.290

## Properties
ΔE to the lowest compared entry with this formula, charge and spin ... 345.5 kJ/mol
HOMO-LUMO gap ... 10.879 eV
Net charge ... 0
SMILES ... N#C[C@@H]1CN1C=O
Molecular weight ... 96.09 Da
Spin multiplicity ... 1